ORCA calculation (ωB97M-V with the def2-TZVPD basis set) on a 14-piece molecular cluster, C56H102O33S9 overall at a distorted geometry.

Element x y z (Å)
C 1.3197 -6.7725 -2.4612
C 1.7319 -5.3221 -2.4682
C 1.4124 -4.5261 -1.1644
O 2.7286 -4.2164 -0.6470
C 3.7035 -4.4868 -1.5308
O 4.8181 -4.1611 -1.4368
O 3.1741 -5.1622 -2.6373
H 1.8175 -7.3871 -3.1880
H 0.2399 -6.7821 -2.5821
H 1.5567 -7.2170 -1.4713
H 1.2822 -4.7982 -3.3187
H 0.8956 -5.0154 -0.3641
H 0.8809 -3.6167 -1.3963
C 1.1723 0.6147 -5.9923
C 2.4400 -0.0013 -5.4327
C 3.0469 0.8415 -4.3012
O 3.1461 -0.0422 -3.1802
C 2.6337 -1.2467 -3.5140
O 2.4795 -2.0985 -2.7039
O 2.1700 -1.3647 -4.7747
H 0.5234 0.7719 -5.1427
H 0.7218 0.0514 -6.8059
H 1.4850 1.5963 -6.3563
H 3.1115 -0.3280 -6.1863
H 2.3608 1.6394 -3.9977
H 4.0408 1.3397 -4.4794
C -2.9739 7.3770 0.2359
C -3.1635 6.0367 0.9217
C -4.2677 5.1721 0.2683
O -3.6051 3.8732 0.1070
C -2.3347 4.0124 0.4158
O -1.5229 3.1346 0.4414
O -1.9676 5.2516 0.7039
H -3.8551 8.0265 0.3777
H -2.8003 7.1717 -0.8106
H -2.0771 7.8396 0.6948
H -3.3384 6.0512 2.0179
H -4.5512 5.4242 -0.7666
H -5.1383 4.9784 0.9010
C 3.0710 -4.4183 3.8642
C 4.0458 -4.0150 2.6827
C 3.9031 -2.6099 2.1114
O 5.3241 -2.2285 1.9526
C 6.0864 -2.9625 2.8389
O 7.2553 -2.8258 3.0141
O 5.3258 -3.9583 3.4026
H 3.3240 -3.7636 4.6910
H 3.3852 -5.3927 4.1301
H 1.9992 -4.5192 3.6372
H 4.1375 -4.7314 1.8535
H 3.3285 -1.9342 2.7287
H 3.4172 -2.5899 1.1465
C -0.2726 2.3312 5.8546
C 0.7725 1.7192 5.0422
C 2.2041 1.6852 5.6933
O 2.7352 0.3805 5.3090
C 1.6856 -0.4736 4.9812
O 1.8264 -1.6180 4.7549
O 0.4854 0.2209 5.0036
H -1.1920 2.4376 5.2829
H 0.0185 3.3836 6.1693
H -0.3899 1.7617 6.7644
H 0.8650 2.0787 4.0210
H 2.1258 1.7393 6.7474
H 2.7701 2.4950 5.2525
C 1.6847 5.2318 -2.3865
C 1.2173 6.7538 -2.1958
C -0.2166 6.8924 -2.7232
S -0.9173 5.1893 -2.9884
O -0.9673 4.9761 -4.4307
O -2.1535 5.0338 -2.2433
C 0.5212 4.2523 -2.2804
H 2.4377 5.0288 -1.5996
H 2.1275 5.2192 -3.3902
H 1.8603 7.4443 -2.7588
H 1.2514 7.0546 -1.1544
H -0.1507 7.4064 -3.6943
H -0.8916 7.3514 -1.9798
H 0.5523 3.4083 -2.9847
H 0.3411 3.9208 -1.2869
C -0.7809 -3.8982 3.8923
C -2.1912 -3.3386 3.9403
C -2.7619 -3.1709 2.5555
S -1.9774 -4.5428 1.6054
O -1.2642 -3.9839 0.4706
O -2.8808 -5.6616 1.3383
C -0.7033 -5.0030 2.8984
H -0.4733 -4.2275 4.8708
H -0.1171 -3.0957 3.5158
H -2.2289 -2.4203 4.5109
H -2.7884 -4.0966 4.4868
H -2.3417 -2.3139 2.0044
H -3.8415 -3.2575 2.3898
H 0.2385 -5.0126 2.3310
H -0.9350 -6.0011 3.2780
C -7.3135 -3.7803 -1.5307
C -6.1647 -4.7938 -1.6358
C -5.0635 -4.5570 -0.6130
S -5.3444 -2.8021 -0.1096
O -4.1672 -2.0378 -0.3808
O -5.8608 -2.6134 1.2190
C -6.6986 -2.4106 -1.2843
H -7.9304 -4.0075 -0.6237
H -7.9477 -3.7948 -2.3750
H -5.8382 -4.7151 -2.7060
H -6.5268 -5.8162 -1.5239
H -4.1101 -4.6221 -1.1046
H -5.1805 -5.2192 0.2599
H -6.2072 -1.9142 -2.1480
H -7.3561 -1.7558 -0.7046
C -4.2355 2.1679 -2.6262
C -4.4981 2.9892 -3.9094
C -3.2874 2.8713 -4.7601
S -2.3928 1.4250 -4.2722
O -1.1688 1.8121 -3.6044
O -2.2254 0.4398 -5.2775
C -3.5906 0.8467 -3.0265
H -5.1064 1.8644 -2.0818
H -3.6478 2.7618 -1.9007
H -4.7609 3.9909 -3.6482
H -5.3289 2.4933 -4.4618
H -2.5832 3.7060 -4.6146
H -3.4563 2.6916 -5.8283
H -2.9685 0.2608 -2.3195
H -4.2721 0.1275 -3.4622
C -4.1483 0.1909 2.3222
C -5.0546 0.9272 1.3254
C -5.8374 1.9581 2.1585
S -4.6250 2.5395 3.4243
O -5.2650 2.3693 4.7294
O -4.0493 3.8442 3.1019
C -3.4031 1.2353 3.1026
H -3.5174 -0.4622 1.7610
H -4.7995 -0.3651 2.9622
H -5.6301 0.3342 0.6627
H -4.3844 1.6028 0.7995
H -6.7346 1.6066 2.7032
H -6.1115 2.8326 1.5632
H -3.0212 0.8225 4.0474
H -2.5704 1.6920 2.5209
C -0.7082 -2.3512 -3.5287
C -0.6579 -3.2969 -4.7809
C -2.0507 -3.3494 -5.4457
S -3.1570 -3.4887 -3.9162
O -3.3185 -4.8717 -3.5007
O -4.4499 -2.7759 -4.0497
C -1.9555 -2.7706 -2.6966
H -0.9083 -1.3960 -4.0064
H 0.2046 -2.4553 -2.9348
H -0.4551 -4.3032 -4.3350
H 0.1794 -3.0413 -5.4458
H -2.2145 -4.2432 -6.0438
H -2.2343 -2.4103 -6.0041
H -1.6418 -3.4993 -2.0001
H -2.5378 -1.9498 -2.2272
C 5.9153 -0.2941 -0.3851
C 6.6016 0.6462 -1.3856
C 6.3906 2.0685 -0.7963
S 4.5846 1.9947 -0.3964
O 3.8222 2.1889 -1.6131
O 4.3525 2.8259 0.8119
C 4.5495 0.1975 -0.0101
H 6.6800 -0.2040 0.4132
H 6.0098 -1.3137 -0.7462
H 5.9689 0.5236 -2.2456
H 7.6609 0.3352 -1.4813
H 6.6129 2.8719 -1.5038
H 6.8946 2.2986 0.1791
H 3.7361 -0.1843 -0.5754
H 4.4906 0.0966 1.0711
C -0.2715 0.2524 -0.8613
C -1.2624 -0.2992 0.1672
C -0.6607 0.2400 1.4574
S 1.0333 -0.3397 1.3568
O 1.0570 -1.7681 1.4866
O 1.9525 0.4641 2.1914
C 1.1741 -0.0928 -0.4455
H -0.3469 1.3354 -0.8694
H -0.4204 -0.0548 -1.8942
H -1.2627 -1.4251 0.2087
H -2.2697 0.0972 0.0102
H -1.0343 -0.0778 2.4213
H -0.6655 1.3070 1.4775
H 1.4892 -1.0728 -0.9044
H 1.9569 0.6941 -0.6338
C 5.7483 1.4985 3.3162
C 6.3683 2.8545 3.2875
C 6.2055 3.4933 4.6476
S 6.3244 2.1136 5.8795
O 5.1672 2.1307 6.7002
O 7.6582 2.0678 6.4362
C 6.1152 0.8012 4.6041
H 6.0836 0.9140 2.4495
H 4.6544 1.5790 3.3046
H 6.0495 3.4915 2.4882
H 7.4225 2.7147 3.1694
H 5.1850 3.9132 4.7214
H 7.0279 4.1942 4.8060
H 5.3300 0.1725 5.0230
H 7.0269 0.2264 4.5522

Force components x, y, z for each atom (eV/Å):
C 0.1 0.1 1.5
C 0.5 0.5 -0.1
C 1.3 -0.2 -0.6
O -0.3 0.1 0.1
C -2.9 -0.7 -1.8
O 2.0 0.3 0.4
O -0.3 0.4 1.5
H 0.1 0.0 -0.6
H -0.2 -0.3 -0.1
H -0.2 0.2 -0.5
H 0.1 -0.1 0.1
H -0.4 -0.6 0.1
H 0.1 0.4 0.1
C 1.0 -0.1 0.5
C -0.7 -1.4 0.4
C 0.5 0.8 0.2
O 0.1 -0.6 -1.0
C -1.0 0.2 -0.1
O 0.3 -1.1 0.9
O 0.8 2.7 0.3
H -0.6 0.0 -0.1
H -0.1 -0.1 0.2
H -0.2 0.1 -0.2
H 0.9 0.3 -0.8
H 0.0 -0.1 -0.2
H -0.9 -0.8 -0.1
C 0.2 0.0 1.2
C -0.6 -0.1 -0.1
C 0.3 -1.1 -0.5
O -0.7 0.5 0.4
C 1.4 -0.3 0.1
O 0.1 -1.1 -0.3
O -0.9 0.9 0.4
H 0.4 -0.2 -0.1
H 0.0 0.2 -0.3
H -0.5 0.1 -0.4
H 0.2 0.3 -0.7
H 0.1 0.5 0.5
H 0.2 0.4 -0.1
C 0.6 0.3 -1.8
C -0.8 0.0 1.7
C 0.9 -0.5 -0.1
O -0.4 -0.2 1.1
C -1.0 -0.8 -0.8
O -0.3 0.4 0.1
O 0.3 1.0 -1.2
H -0.5 0.2 0.0
H 0.4 -1.2 0.5
H 0.4 0.7 -0.1
H -0.1 0.0 0.4
H 0.4 0.3 0.6
H 0.2 -0.2 -0.4
C -0.3 2.2 0.6
C 2.1 -2.6 0.3
C -1.4 -0.8 -2.0
O -1.3 0.2 -0.1
C 0.0 3.0 0.6
O -0.1 -0.9 -0.2
O 1.3 0.6 -0.5
H -0.2 -0.2 0.2
H -0.2 -1.1 -0.4
H -0.4 -0.2 0.2
H -0.2 -0.2 -0.2
H 0.2 0.1 1.1
H 0.6 -0.1 0.2
C 0.4 1.3 0.2
C -0.3 -1.0 -0.1
C -0.1 -0.4 0.2
S 1.0 0.9 -0.2
O 0.2 0.0 0.8
O 0.2 -0.1 -0.1
C -0.5 0.7 -1.7
H -0.3 -0.2 -0.7
H 0.1 -0.4 0.3
H 0.0 -0.4 0.2
H 0.1 -0.1 0.2
H -0.8 -0.3 0.4
H 0.3 0.1 -0.7
H 0.2 0.1 0.4
H -0.5 -0.2 0.8
C 0.7 1.5 -0.6
C -1.1 -1.0 0.9
C 0.8 -0.6 -1.4
S 0.3 -1.0 0.3
O -0.2 0.0 0.1
O 0.5 1.0 0.5
C -0.6 -0.5 -1.6
H 0.3 0.1 0.3
H 0.0 -0.3 0.6
H 0.0 0.2 0.1
H -0.1 0.5 -0.2
H -0.3 -0.1 0.4
H 0.3 0.2 0.4
H -0.3 -0.1 0.2
H -0.1 0.1 -0.1
C 0.2 -0.1 2.2
C -0.5 -0.5 -1.8
C -1.3 0.8 0.2
S -0.5 -0.4 -0.7
O 1.2 0.8 -0.7
O -0.5 -0.7 0.7
C 0.9 0.0 0.4
H 0.3 0.1 -0.7
H -0.6 -0.1 -1.0
H 0.4 -0.1 1.1
H -0.2 0.1 0.0
H 0.6 0.0 0.3
H 0.4 0.5 -0.3
H -0.5 -0.4 0.4
H 0.2 0.1 -0.4
C 0.4 -0.2 1.0
C -1.4 -2.0 0.3
C 1.4 0.6 -1.2
S -0.1 -0.3 2.2
O 0.1 0.4 0.3
O -0.1 -1.1 -1.9
C 1.6 0.3 -0.3
H -1.0 0.4 0.2
H 0.1 -0.5 -0.6
H -0.1 0.7 -0.1
H 0.2 0.6 0.5
H -0.3 -0.4 -0.3
H -0.2 0.4 0.2
H -0.4 0.8 0.1
H -0.3 0.0 -0.4
C -1.1 0.3 -0.9
C 1.0 2.0 1.5
C -0.3 0.3 0.2
S -0.8 0.0 0.8
O 0.8 0.1 -1.1
O -0.4 -0.8 0.0
C 0.8 0.4 0.2
H 0.5 -0.6 -0.1
H -0.2 -0.7 0.6
H -0.5 -0.6 -0.4
H 0.2 -0.3 -0.9
H 0.6 0.0 -0.2
H 0.0 -0.1 0.1
H -0.1 0.5 -0.1
H -0.7 -0.2 0.4
C -1.4 -0.5 -1.2
C 0.1 -1.3 1.3
C 0.3 0.7 1.2
S -0.9 0.1 0.2
O 0.4 0.0 -0.6
O 2.1 -0.1 0.1
C -0.4 1.8 -1.8
H 0.5 0.7 0.6
H -0.2 0.5 -0.3
H 0.0 0.4 -0.7
H -0.5 0.0 0.1
H -0.1 0.1 0.0
H -0.3 -0.5 0.4
H -0.3 -1.0 0.9
H 0.7 -0.5 0.0
C 2.7 0.0 0.0
C -0.4 0.3 0.9
C -0.3 -0.4 0.1
S 1.2 0.7 1.9
O -0.2 0.4 0.2
O -0.1 -1.2 -2.1
C 1.1 1.2 1.0
H -1.1 -0.5 0.6
H -0.6 -0.2 0.1
H 0.5 0.4 -1.3
H -0.7 0.4 -0.4
H -0.4 0.0 0.1
H -0.3 -0.5 -0.8
H -0.5 -0.6 -0.3
H -0.9 0.1 0.0
C 0.7 0.4 -0.6
C 0.3 -0.7 0.3
C 0.4 -0.7 0.5
S 1.1 1.3 -0.2
O -0.3 -0.9 0.7
O -1.2 -0.9 -1.2
C 0.7 0.0 0.0
H -0.3 0.2 0.0
H -0.2 -0.2 0.0
H -0.2 1.0 -0.2
H 0.1 -0.2 -0.1
H -0.2 -0.5 0.2
H 0.2 0.9 -0.2
H -0.1 1.0 0.8
H -1.1 -0.6 -0.1
C -1.2 -0.8 -0.3
C 0.9 0.1 0.7
C -0.4 0.0 0.3
S 1.4 0.1 -2.8
O -1.2 0.1 1.2
O -0.5 0.1 0.0
C 0.1 0.0 1.1
H -0.3 0.0 0.2
H 0.1 0.0 -0.4
H -0.5 0.3 -0.4
H 1.0 -0.1 -0.3
H 0.6 0.1 0.4
H -0.5 0.1 0.4
H -0.1 -0.1 -0.2
H 0.4 0.0 0.0

Its energy above the lowest of the compared OMol25 structures with the same formula, charge and spin is 0.000 eV. For the highest occupied orbital energy, the calculation gives -9.79 eV. The HOMO-LUMO gap is 9.9 eV. Its LUMO energy is 0.08 eV. The calculation puts the energy at -8261.5946 Eh.